1.
{
  "formula": "C4H8N5O",
  "method": "ωB97M-V/def2-TZVPD",
  "total_charge": 1,
  "orbital_gap_ev": 9.0,
  "lumo_ev": -4.9506,
  "smiles": "N#[N+]/C=[NH+]/CN/C=C(/N)[O-]",
  "e_tot_ha": -505.873146,
  "elements": ["N", "N", "C", "N", "C", "N", "C", "C", "N", "O", "H", "H", "H", "H", "H", "H", "H", "H"],
  "positions_angstrom": [[-2.816, -1.124, 0.941], [-2.197, -0.635, 0.138], [-1.259, -0.183, -0.667], [-1.423, 1.205, -0.806], [-0.629, 1.851, 0.245], [0.644, 1.113, 0.113], [0.414, -0.158, 0.537], [1.180, -1.279, -0.099], [2.419, -1.610, 0.450], [0.805, -1.820, -1.119], [-0.847, -0.664, -1.589], [-1.269, 1.762, -1.630], [-0.983, 1.675, 1.194], [-0.774, 2.955, 0.070], [1.116, 1.318, -0.749], [0.180, -0.360, 1.514], [2.457, -1.722, 1.449], [2.983, -2.324, 0.009]],
  "atomic_forces_ev_per_a": [[1.180, 1.408, -1.942], [-2.779, -3.559, 3.019], [2.055, 2.219, -2.564], [-0.122, 0.842, 1.681], [0.213, 1.355, -2.398], [-0.027, 1.279, 2.071], [0.387, 0.572, -4.332], [2.307, -1.666, -1.001], [-1.094, 0.458, 0.564], [-0.017, 0.389, -0.042], [-1.076, -0.751, 1.329], [-0.177, -1.097, -0.824], [-1.013, -0.568, 2.228], [1.352, -1.011, 0.173], [0.375, -0.497, -0.281], [-1.245, 0.140, 2.488], [0.142, 0.539, 0.320], [-0.463, -0.050, -0.489]]
}

2.
{
  "formula": "C4H8NO",
  "method": "ωB97M-V/def2-TZVPD",
  "total_charge": 0,
  "orbital_gap_ev": [4.4, 4.0],
  "lumo_ev": [-2.5013, -2.9201],
  "e_tot_ha": -286.805289,
  "multiplicity": 2,
  "elements": ["C", "C", "C", "N", "H", "H", "H", "H", "H", "C", "O", "H", "H", "H"],
  "positions_angstrom": [[-0.001, -1.191, -0.209], [0.638, -0.073, -0.786], [-1.857, -1.690, -0.707], [-0.761, -2.464, -0.508], [0.082, -1.404, 0.831], [0.340, 0.529, -1.707], [1.742, 0.234, -0.468], [-2.693, -1.378, 0.009], [-2.396, -1.772, -1.694], [0.956, 1.811, 1.054], [2.240, 2.080, 0.536], [0.936, 0.855, 1.622], [0.633, 2.690, 1.686], [0.142, 1.774, 0.339]],
  "atomic_forces_ev_per_a": [[-1.234, 0.920, -1.003], [0.629, 0.145, -0.662], [-0.636, 0.314, 0.629], [-0.676, 0.147, -1.441], [0.634, 0.570, 1.135], [0.169, -1.553, 1.032], [-2.312, 0.018, 0.304], [1.927, -0.358, -0.052], [1.304, 0.409, 0.282], [4.069, 1.187, 0.879], [-2.670, -0.941, 0.506], [-0.291, 0.410, 0.181], [-0.018, -0.769, -0.203], [-0.897, -0.500, -1.586]]
}

3.
{
  "formula": "C4H8NO",
  "method": "ωB97M-V/def2-TZVPD",
  "total_charge": 1,
  "orbital_gap_ev": 9.0,
  "lumo_ev": -4.9172,
  "smiles": "C/C=[NH+]/C=C\\O",
  "e_tot_ha": -286.825533,
  "elements": ["C", "C", "N", "C", "C", "O", "H", "H", "H", "H", "H", "H", "H", "H"],
  "positions_angstrom": [[1.538, -1.383, -0.448], [0.311, -0.705, -0.449], [-0.003, 0.351, 0.382], [-1.089, 1.687, 0.751], [-2.343, 1.772, 0.306], [-3.007, 0.819, -0.264], [1.373, -2.562, -0.351], [2.371, -1.023, 0.170], [1.814, -1.534, -1.456], [-0.354, -0.848, -1.198], [0.785, 0.460, 1.057], [-0.551, 2.449, 1.381], [-2.995, 2.680, 0.157], [-2.572, -0.051, -0.331]],
  "atomic_forces_ev_per_a": [[1.229, -3.626, 1.024], [-1.608, 5.770, 4.041], [0.835, -0.869, 0.145], [2.300, -0.592, -0.063], [0.210, 0.705, -0.688], [-1.034, -2.142, -1.341], [0.042, 2.222, 0.699], [-0.484, -0.172, -0.105], [0.760, 0.625, -1.563], [-2.177, -0.870, -2.176], [-0.990, 0.173, -0.476], [-0.313, -1.319, -1.114], [1.330, -0.448, 1.312], [-0.099, 0.543, 0.306]]
}

For each record above, in turn, the calculated max |F| values are 5.43 4.33 7.23 eV/Å.